Entry 1:
Formula: C4H16F3N8O4Y
Source: the OMol25 dataset
Level of theory: ωB97M-V/def2-TZVPD

Properties
Orbital gap, eV: 6.136
ΔE to the lowest compared entry with this formula, charge and spin, kcal/mol: 382.6
Calculated total energy, eV: -33707.9459
LUMO, eV: -3.0

The geometry in XYZ format:
```
36
Properties=species:S:1:pos:R:3:forces:R:3
Y -1.02200 0.33386 -1.03597 -1.2731 2.3257 0.3868
F 0.79016 2.14833 -3.02821 -1.3000 -1.7016 1.7150
F -2.08048 -0.59828 1.89370 0.9849 0.6511 -2.4958
F -3.73491 1.95423 -2.21926 1.9937 -1.3587 0.8666
C -4.35249 -3.73992 -1.92764 2.3776 1.7741 2.2064
O -3.54125 -2.81551 -1.83020 0.2942 0.2676 -1.7400
N -4.93760 -4.14305 -0.82381 -2.3120 -1.6990 1.5012
N -4.64115 -4.54254 -2.95653 0.2606 1.0968 -0.9972
H -5.63631 -4.83362 -1.05837 -0.2901 0.1469 1.5366
H -4.75580 -3.80731 0.11125 -0.1023 0.1082 -0.4991
H -5.04268 -5.41669 -2.64874 0.5688 -0.1527 -1.4153
H -4.05654 -4.26009 -3.73019 -0.4448 -1.2369 -0.5576
C -1.16086 4.71396 1.84427 -2.6812 -3.5306 -1.1523
O -1.08715 3.77098 1.05920 -0.0511 -0.3160 -0.1335
N -0.25218 5.59407 1.96450 5.1365 3.8214 -0.3675
N -2.17878 4.94138 2.66615 -1.6584 -0.0488 1.1030
H 0.46071 5.55797 1.24996 0.0363 0.1793 0.2942
H -0.31988 6.42963 2.52784 -0.0101 -0.3003 -0.2780
H -2.09424 5.77549 3.22937 -0.8776 -0.5165 0.0823
H -2.99084 4.34245 2.62214 0.1643 0.3511 0.2437
C 3.21664 1.96179 1.46272 -7.7904 -5.9990 1.4851
O 2.31145 1.19222 0.99416 0.9027 0.0957 1.4496
N 3.77163 2.70936 0.69902 5.9336 6.5342 -7.3801
N 3.41304 2.22311 2.72324 0.0771 -0.7953 3.1119
H 4.39049 3.42413 1.05428 -0.1875 0.0800 -0.6068
H 3.44951 2.72454 -0.25812 0.4246 0.0005 -0.0088
H 2.65830 1.86230 3.28920 0.8446 0.0806 0.7779
H 4.28968 2.66096 2.96791 -0.6693 -0.1761 0.8585
C 2.71238 -3.44051 -1.38193 -3.0526 1.1088 1.0801
O 1.67807 -2.72704 -1.41433 1.5977 -0.8940 -0.7322
N 3.96049 -3.08970 -1.65930 2.2758 2.0982 -1.7052
N 2.69357 -4.69299 -0.97580 -1.2499 -3.0816 1.0580
H 4.73987 -3.23857 -1.03440 -0.2977 -0.0686 -0.3848
H 4.04344 -2.50682 -2.47995 0.4728 0.4491 0.6330
H 3.49869 -5.30126 -1.01918 -0.1680 0.4007 -0.2809
H 1.80706 -5.16672 -0.87690 0.0701 0.3058 0.3452
```
Positions in Å, forces in eV/Å.

Löwdin population analysis, charges in e, atoms 1 to 2: 2.1311, -0.7397

Entry 2:
Formula: C19H20ClFN2O3S
Source: the OMol25 dataset
Level of theory: ωB97M-V/def2-TZVPD

Properties
Structure (SMILES): O=C(NCc1ccc(F)cc1)C1CCN(S(=O)(=O)c2ccc(Cl)cc2)CC1
Orbital gap, eV: 9.397
ΔE to the lowest compared entry with this formula, charge and spin, kcal/mol: 0.6
Calculated total energy, eV: -55226.1916
LUMO, eV: 0.4

The geometry in XYZ format:
```
47
Properties=species:S:1:pos:R:3:forces:R:3
O -1.54747 -2.37783 1.70032 0.1487 0.0600 0.4231
C -1.70756 -2.25895 0.50305 -0.0205 -0.3332 -0.5098
N -2.87296 -1.82336 -0.02637 -0.3054 -0.0293 -0.2211
H -2.94142 -1.66592 -1.01830 0.1581 -0.0159 0.0660
C -3.87498 -1.15838 0.78954 -0.0093 0.0457 0.1408
C -3.73094 0.33620 0.64494 -0.1394 -0.0776 0.0183
C -4.65551 1.08639 -0.06853 0.1275 -0.0915 0.1449
C -4.46253 2.44341 -0.26127 0.1618 0.2649 -0.0095
C -3.32085 3.03357 0.25032 -0.1516 -0.1343 -0.0090
C -2.37928 2.31224 0.96287 -0.0472 0.1542 -0.0881
C -2.60020 0.96249 1.16122 -0.1491 0.0771 -0.0073
H -1.88319 0.38577 1.72575 0.1246 -0.0914 0.0592
H -1.48433 2.78712 1.33080 0.0624 0.0972 0.0349
F -3.13012 4.35310 0.05002 0.0210 -0.0742 0.0215
H -5.17641 3.04002 -0.80709 -0.0432 0.0905 -0.0515
H -5.53743 0.61103 -0.47320 -0.0957 -0.0555 -0.0412
H -3.69054 -1.46883 1.82085 -0.1314 -0.0101 -0.1542
H -4.86862 -1.49046 0.47895 0.0511 0.0389 0.1009
C -0.61771 -2.65772 -0.50126 0.2652 -0.1161 0.0771
C 0.74343 -2.55133 0.19589 -0.1120 0.1455 0.0785
C 1.06195 -1.08927 0.49765 0.1518 -0.3912 0.5769
N 1.03400 -0.29379 -0.71567 0.5957 0.8847 0.0129
S 1.49072 1.29888 -0.40959 0.2710 -0.3310 -0.1714
O 1.32406 2.03054 -1.62912 0.0815 -0.0915 -0.2180
O 0.84767 1.80162 0.77313 0.1767 -0.1089 0.2624
C 3.23879 1.08712 -0.08772 -0.5806 0.0241 0.0135
C 4.04295 0.64356 -1.12051 0.0824 -0.0010 -0.0681
C 5.39699 0.46353 -0.90160 -0.0362 0.0290 0.0498
C 5.92133 0.73542 0.35627 -0.3505 0.0639 0.0044
C 5.11331 1.18567 1.39178 0.0914 -0.0264 -0.1156
C 3.75925 1.36149 1.16233 -0.1426 0.0420 0.0264
H 3.09562 1.71168 1.93714 -0.0231 0.0301 0.1458
H 5.54110 1.39468 2.35952 0.0441 0.0117 0.0653
Cl 7.60641 0.51294 0.63417 0.2382 -0.0362 0.0384
H 6.04491 0.11983 -1.69234 0.0553 -0.0234 -0.0546
H 3.59678 0.45330 -2.08290 0.0384 -0.0734 -0.1747
C -0.24291 -0.35382 -1.40525 -0.4282 0.2073 -0.5505
C -0.55907 -1.80074 -1.76878 0.0041 0.1554 0.2369
H 0.24394 -2.18337 -2.40192 -0.0629 -0.0275 -0.0726
H -1.48151 -1.84642 -2.35005 0.0195 0.0218 -0.0584
H -0.14355 0.26892 -2.29574 -0.1977 -0.1056 0.0154
H -1.03974 0.06967 -0.77524 -0.0037 -0.0523 -0.1167
H 2.06604 -0.99775 0.91842 -0.0795 -0.1208 0.1209
H 0.34669 -0.69609 1.23118 0.0793 -0.0786 -0.0031
H 0.71918 -3.10341 1.13500 0.0604 0.0228 -0.0589
H 1.51893 -2.96889 -0.44710 0.0156 -0.0514 -0.0296
H -0.80523 -3.70388 -0.77157 -0.0161 0.0815 0.0498
```
Positions in Å, forces in eV/Å.

Löwdin population analysis, charges in e, atoms 1 to 2: 0.0665, -0.4739

Entry 3:
Formula: C35H31N4O5PdS
Source: the OMol25 dataset
Level of theory: ωB97M-V/def2-TZVPD

Properties
Orbital gap, eV: 4.563
ΔE to the lowest compared entry with this formula, charge and spin, kcal/mol: 0.0
Net charge: +1
Calculated total energy, eV: -67303.9202
LUMO, eV: -4.9

The geometry in XYZ format:
```
77
Properties=species:S:1:pos:R:3:forces:R:3
Pd -1.04998 0.89953 -0.40238 -0.1965 -0.2196 -0.1709
C -4.39314 0.79941 -1.74411 -0.0160 -0.0567 -0.0409
O -5.30165 1.36507 -0.78862 0.0236 0.1123 -0.0140
C -4.96559 1.33037 0.51409 -0.0053 -0.0309 0.0348
C -5.92691 1.12449 1.44292 0.0099 -0.0319 0.0192
C -5.65172 1.10992 2.85803 -0.0241 0.0003 -0.0107
C -4.40383 1.26510 3.32091 0.0027 -0.0093 -0.0133
C -3.30911 1.48681 2.39529 -0.0230 0.0524 -0.0717
C -2.05334 1.49868 2.88657 0.0951 -0.0582 0.1147
N -0.88993 1.61181 2.11089 -0.3576 0.1338 -0.0011
N 0.10226 1.93902 2.76937 -0.0013 0.0066 0.0042
C 1.30764 1.93988 1.92992 0.3198 -0.1388 0.2100
O 1.41885 1.16145 1.02289 -0.0233 0.0550 -0.0546
C 2.34014 2.89113 2.37728 -0.0051 0.0809 -0.1042
C 3.46576 3.05292 1.56675 -0.0197 0.0117 -0.0077
C 4.45712 3.94172 1.93569 0.0077 0.0113 0.0096
C 4.33303 4.66731 3.11649 0.0022 -0.0023 -0.0154
C 3.21842 4.50611 3.92633 -0.0061 -0.0036 0.0107
C 2.21744 3.61930 3.56081 -0.0407 0.0117 -0.0312
C -3.61493 1.66697 0.94929 -0.0475 0.0178 -0.0136
O -2.79683 2.13660 0.13974 0.2250 -0.0347 0.1029
H -4.99764 0.57164 -2.61699 -0.0017 -0.0137 -0.0003
H -3.95275 -0.12147 -1.35619 0.0022 0.0084 -0.0013
H -3.60861 1.50593 -2.00693 -0.0294 -0.0142 -0.0206
H -6.93826 0.95810 1.09435 0.0003 -0.0050 -0.0009
H -6.47184 0.93119 3.53933 -0.0007 0.0012 -0.0027
H -4.17829 1.20227 4.37694 0.0052 0.0008 -0.0019
H -1.88436 1.36339 3.95157 -0.0060 -0.0265 0.0023
H 3.54400 2.47159 0.65747 -0.0018 -0.0063 -0.0004
H 5.33130 4.06836 1.31143 0.0038 -0.0055 0.0042
H 5.11419 5.35709 3.40810 -0.0002 0.0000 -0.0003
H 3.13284 5.06500 4.84837 -0.0005 -0.0023 -0.0010
H 1.35291 3.48151 4.19424 0.0121 -0.0074 0.0061
S -0.06404 2.45161 -1.79536 0.0551 -0.1418 -0.0516
C -0.05891 4.00305 -1.09406 0.0499 -0.0028 0.0276
N 0.56947 4.97526 -1.80444 0.0059 0.0153 0.0073
C 0.69244 6.26367 -1.40586 0.0095 -0.0053 -0.0127
C 0.16954 6.66072 -0.21646 -0.0076 -0.0022 0.0178
C -0.50057 5.69797 0.55995 0.0177 0.0102 -0.0114
C -0.61776 4.40162 0.13466 -0.0171 -0.0093 0.0066
H 0.97364 4.69838 -2.69053 0.0016 0.0030 0.0011
H 1.21924 6.91936 -2.08295 -0.0019 0.0001 -0.0015
H 0.26557 7.68571 0.10536 0.0030 0.0001 -0.0002
H -0.93755 5.98745 1.50694 -0.0001 0.0004 0.0002
H -1.15930 3.66560 0.70526 -0.0071 -0.0102 0.0006
C 4.76054 -4.58405 -3.91716 -0.0019 -0.0021 0.0001
C 3.32843 -4.86325 -3.54096 -0.0038 -0.0046 -0.0199
C 2.66711 -5.93538 -4.13122 0.0005 0.0212 -0.0128
C 1.34723 -6.22000 -3.82185 -0.0091 0.0012 0.0110
C 0.66650 -5.43107 -2.91262 -0.0123 -0.0023 -0.0468
C 1.32455 -4.37463 -2.29438 0.0355 -0.0127 0.0306
N 0.64862 -3.52919 -1.38141 -0.0556 0.0245 -0.0317
C -0.25263 -3.90229 -0.42738 0.0739 -0.0058 0.0066
C -0.35665 -5.24246 -0.00404 -0.0142 -0.0211 0.0110
C -1.25008 -5.60987 0.97271 0.0137 0.0088 -0.0122
C -2.08828 -4.67383 1.58773 -0.0113 0.0094 0.0042
C -1.98848 -3.36025 1.20767 -0.0108 0.0023 0.0122
C -1.08363 -2.95160 0.21410 -0.0038 0.0578 -0.0261
C -1.04377 -1.53603 -0.10633 0.0927 -0.0474 -0.0225
O -1.84986 -0.70096 0.46491 -0.1523 -0.0734 0.2110
O -0.23241 -1.00855 -0.93329 0.0481 0.3581 -0.0792
C 2.65660 -4.07593 -2.59947 0.0010 -0.0197 0.0480
C 3.32563 -2.92256 -1.89943 0.0057 -0.0013 -0.0043
H 5.05971 -5.20605 -4.75885 0.0052 -0.0096 0.0089
H 5.43945 -4.79754 -3.08865 0.0012 0.0151 0.0042
H 4.90935 -3.54190 -4.20249 -0.0037 -0.0053 -0.0117
H 3.19405 -6.54754 -4.85255 -0.0001 0.0002 -0.0004
H 0.84122 -7.04629 -4.30351 0.0025 -0.0002 -0.0018
H -0.37615 -5.61992 -2.69362 0.0061 0.0043 0.0032
H 0.76472 -2.53582 -1.51120 -0.0090 0.0013 -0.0083
H 0.29502 -5.98266 -0.44413 -0.0060 0.0031 0.0036
H -1.29246 -6.64825 1.27634 0.0002 -0.0010 -0.0011
H -2.78928 -4.97854 2.35149 0.0021 0.0019 0.0008
H -2.60934 -2.60459 1.66997 0.0004 -0.0011 -0.0012
H 3.17367 -2.98693 -0.82067 -0.0110 0.0061 0.0013
H 2.91670 -1.96033 -2.22301 0.0052 0.0019 -0.0077
H 4.39501 -2.90034 -2.08903 -0.0015 -0.0047 0.0072
```
Positions in Å, forces in eV/Å.

Löwdin population analysis, charges in e, atoms 1 to 2: 0.8058, -0.0382